(1)
Formula: C8H11NO5
Source: the Open Molecules 2025 dataset
Level of theory: the ωB97M-V functional and the def2-TZVPD basis

Results
HOMO energy: -0.31558 Ha
E: -20198.822 eV
SMILES: CC1=C(O)NC(=O)C(CO)=C(CO)O1
Frontier orbital gap: 9.048 eV
LUMO: 0.0169 Ha
Energy relative to the best compared isomer or geometry (same formula, charge and spin): 115.65 kJ/mol

Each line ends with the Löwdin charge.
Positions of all 25 atoms, in Å:
H -1.4489 -1.9181 1.1224  0.109
H 1.1434 -2.3908 1.1939  0.067
H -3.0801 1.7447 -1.3206  0.093
C 0.0399 2.0799 -0.7355  -0.252
H -2.3593 2.7529 -0.1158  0.086
O -0.4495 -3.2237 0.1239  -0.090
C -2.4960 1.7076 -0.3999  0.040
C -1.1229 -1.9410 0.1156  -0.134
O 3.0605 0.0704 -0.7862  0.090
O 1.6651 -0.7513 2.4410  -0.047
H -2.7450 1.0421 0.2954  0.035
C 1.9151 0.3859 -0.5101  -0.399
C -1.0701 1.3369 -0.8608  -0.200
H -0.4856 -3.8279 -0.6544  0.116
C 1.6582 -1.5061 1.1703  -0.147
H 2.1657 2.1879 -1.1055  0.148
C 0.9962 -0.6231 0.1241  -0.032
C -0.2330 -0.7962 -0.4017  -0.183
N 1.3871 1.6089 -0.8529  0.174
H 2.5773 -1.8534 0.8058  0.108
H -2.1401 -1.8640 -0.3787  0.142
H 1.2020 -1.3444 3.0681  0.091
O -0.0246 3.4101 -0.4231  0.095
O -0.9578 -0.0110 -1.2265  0.020
H 0.8024 3.7237 -0.6889  0.071

(2)
Formula: C8H24F4O4Pb
Source: the Open Molecules 2025 dataset
Level of theory: the ωB97M-V functional and the def2-TZVPD basis

Results
HOMO energy (spin up / spin down): -0.21865 / -0.19608 Ha
Multiplicity: 2
E: -32989.942 eV
Frontier orbital gap (spin up / spin down): 8.289 / 5.264 eV
LUMO (spin up / spin down): 0.0860 / -0.0026 Ha
Net charge: -1

Each line ends with the Löwdin charge.
Positions of all 41 atoms, in Å:
F 2.6570 -3.5302 -0.2252  -0.459
H 2.8656 2.5432 -0.8505  0.079
O -1.1970 0.1021 0.3764  -0.177
C -1.9360 -1.8549 -2.4801  -0.305
C 1.0523 1.8722 3.7450  -0.068
H 0.1169 2.3627 4.0141  0.059
H -2.0568 -0.7981 -2.7183  0.105
C 1.8629 0.9804 -1.8705  -0.307
H 0.6046 -1.2388 3.1084  0.002
C -1.2899 1.4408 0.4666  -0.328
H -2.5351 -2.5153 -4.2966  0.068
H -2.8436 -2.1010 -1.9290  0.120
H -0.2996 1.7493 0.8017  0.097
H -1.1458 2.0124 -1.7001  0.058
H -1.5063 -3.7204 -3.7481  0.085
H 1.8539 2.3432 4.3140  0.062
H -1.5386 -2.7101 -0.8267  0.046
H -0.8507 -2.0946 -4.2649  0.078
H 0.0912 0.2886 4.9254  0.103
H 1.1026 2.7661 -0.8395  0.067
H -1.9852 1.6576 1.2775  0.123
O -1.0225 -2.1676 -1.4275  -0.208
Pb 0.8829 -1.6720 0.4077  1.657
F 1.7952 -2.5796 2.6157  -0.597
H 1.3809 1.3980 -2.7545  0.113
H 2.8301 0.5457 -2.1230  0.127
C -1.8502 1.9677 -0.8694  -0.061
H -2.0281 -0.3385 0.5684  0.112
O 0.2709 -0.3452 2.9998  -0.161
O 1.0042 -0.0329 -1.4866  -0.236
F 3.3975 -0.8064 0.5910  -0.575
H 0.1517 0.0760 -1.9144  0.063
H 1.3406 1.9928 2.7007  0.056
H 1.6965 -0.1305 4.3108  0.114
C 1.9055 2.0302 -0.7958  -0.080
H -2.7711 1.4570 -1.1508  0.074
F -0.9639 -3.2467 1.2503  -0.638
H 1.9240 1.5330 0.1740  0.061
C 0.7651 0.3835 4.0738  -0.320
C -1.6206 -2.6369 -3.7160  -0.076
H -2.1109 3.0173 -0.7337  0.067

(3)
Formula: C5H7NO2
Source: the Open Molecules 2025 dataset
Level of theory: the ωB97M-V functional and the def2-TZVPD basis

Results
HOMO energy: -0.34499 Ha
E: -10880.400 eV
SMILES: C[C@H]1C(=O)C1=C=N.O
Frontier orbital gap: 9.586 eV
LUMO: 0.0073 Ha
Energy relative to the best compared isomer or geometry (same formula, charge and spin): 310.39 kJ/mol

Each line ends with the Löwdin charge.
Positions of all 15 atoms, in Å:
H 1.4354 0.5070 0.8042  0.088
O -0.0338 -1.5459 -2.3575  -0.054
H -3.0696 -2.2033 1.1995  0.080
C -0.7613 1.1631 -0.7548  -0.344
H -1.0162 2.3473 1.0817  0.140
H 1.5855 2.2628 0.7497  0.080
C -1.7863 -0.7921 0.6540  -0.092
C -1.1983 0.2842 0.2655  -0.091
H 1.0047 1.4760 2.2231  0.077
H -0.9306 -1.7895 -2.5876  0.033
N -2.1469 -1.9065 0.9398  0.195
C 0.9867 1.4397 1.1353  -0.045
H 0.0267 -0.5943 -2.4911  0.004
C -0.4330 1.5544 0.6210  -0.181
O -0.7067 1.3473 -1.9367  0.111

(4)
Formula: C3H3N2O2S
Source: the Open Molecules 2025 dataset
Level of theory: the ωB97M-V functional and the def2-TZVPD basis

Results
HOMO energy: -0.14936 Ha
E: -21069.201 eV
Frontier orbital gap: 7.787 eV
LUMO: 0.1368 Ha
Net charge: -1
Energy relative to the best compared isomer or geometry (same formula, charge and spin): 232.00 kJ/mol

Each line ends with the Löwdin charge.
Positions of all 11 atoms, in Å:
S 0.6024 -0.0984 -2.7017  0.718
N 0.2004 0.9277 0.5867  -0.138
C -0.6814 -0.4074 1.9805  -0.248
C 0.1780 -0.1828 -0.1123  -0.231
O -0.1398 1.0806 -3.1896  -0.561
H -0.7176 -2.2227 0.6373  0.059
H -1.3559 -0.7223 2.8539  0.087
C -0.4127 -1.1516 0.7747  -0.169
H 0.5827 1.7708 0.2483  0.113
O 2.0561 0.1251 -2.8698  -0.567
N -0.3121 0.8810 1.7919  -0.062

(5)
Formula: C5H8INO2
Source: the Open Molecules 2025 dataset
Level of theory: the ωB97M-V functional and the def2-TZVPD basis

Results
HOMO energy: -0.31842 Ha
E: -18999.030 eV
SMILES: CNC(=O)/C(I)=C(/C)O
Frontier orbital gap: 9.011 eV
LUMO: 0.0127 Ha
Energy relative to the best compared isomer or geometry (same formula, charge and spin): 80.60 kJ/mol

Each line ends with the Löwdin charge.
Positions of all 17 atoms, in Å:
H -0.7956 -3.2237 0.8913  0.055
H 0.7619 3.5093 -0.1870  0.084
O -1.2844 2.1762 0.0063  -0.040
H -2.0037 -2.6666 -0.4497  0.057
I -3.1200 -0.1727 0.0533  0.955
H 2.1180 2.9499 -0.7248  0.096
H 1.2136 -2.1795 -0.4764  0.132
H -0.4659 -3.2862 -0.7134  0.031
H 1.7768 2.7945 1.0292  0.045
O 1.0059 -1.4412 0.1437  0.015
C -0.3589 -1.3854 0.0633  -0.409
N 0.8452 1.3827 -0.0341  0.026
H 1.3517 0.5826 0.3540  0.125
C -0.4929 1.2438 -0.0100  -0.578
C -0.9619 -2.7958 -0.0016  -0.030
C 1.4194 2.7038 0.1002  -0.057
C -1.0091 -0.1917 -0.0442  -0.507

(6)
Formula: C6H8BNOS
Source: the Open Molecules 2025 dataset
Level of theory: the ωB97M-V functional and the def2-TZVPD basis

Results
HOMO energy (spin up / spin down): -0.30519 / -0.30524 Ha
E: -21398.742 eV
Frontier orbital gap (spin up / spin down): 8.272 / 8.273 eV
LUMO (spin up / spin down): -0.0012 / -0.0012 Ha

Each line ends with the Löwdin charge.
Positions of all 18 atoms, in Å:
S 2.6840 2.5060 -0.7146  0.842
H 1.0795 -2.2707 0.2793  0.076
C 0.0663 -0.4110 -0.0540  0.033
C -1.1722 0.2688 -0.0615  -0.395
H -1.0003 1.9259 -1.3975  0.064
H -0.8834 2.4801 0.3250  0.080
H -1.1467 -3.3949 0.8768  0.089
H -2.4867 1.8519 -0.3550  0.099
C -1.3306 1.7382 -0.3816  -0.061
C 0.1246 -1.7749 0.3255  -0.117
N -2.2920 -0.4129 0.0419  0.079
O 3.3061 -0.2058 -0.5792  0.026
C -1.0775 -2.4230 0.4420  -0.111
H -3.1734 -2.3802 0.2436  0.121
H 3.8839 2.4064 -1.1640  -0.163
B 2.4407 0.7966 -0.4208  -0.680
H 3.0295 -1.1836 -0.2484  0.179
C -2.2595 -1.7143 0.2767  -0.159

(7)
Formula: C36H87N3
Source: the Open Molecules 2025 dataset
Level of theory: the ωB97M-V functional and the def2-TZVPD basis

Results
HOMO energy: -0.21270 Ha
E: -43173.945 eV
Frontier orbital gap: 6.415 eV
LUMO: 0.0230 Ha
Energy relative to the best compared isomer or geometry (same formula, charge and spin): 2384.41 kJ/mol

Each line ends with the Löwdin charge.
Positions of all 126 atoms, in Å:
C -23.6841 -31.3529 -11.4782  -0.224
H -25.8699 -24.2432 -9.3179  0.003
H -22.5818 -33.9322 -13.4352  0.125
C -23.9859 -24.5638 -8.2999  -0.180
H -31.6860 -32.5435 -9.4302  0.015
H -30.7502 -23.5009 -5.6113  0.107
C -29.9555 -26.5646 -9.4744  -0.034
H -23.1360 -31.1670 -12.3719  0.081
H -27.9711 -25.9154 -8.8269  -0.032
C -20.2586 -30.3139 -14.9629  -0.097
N -28.0608 -25.5791 -10.7375  -0.169
H -26.9657 -24.8089 -6.0073  0.096
H -34.5437 -29.0278 -8.2964  0.110
H -23.1192 -24.3106 -3.4005  0.112
C -27.1958 -27.6579 -12.0367  -0.027
N -27.3843 -22.9102 -6.3769  -0.158
C -28.8519 -22.8867 -6.5690  -0.211
C -28.7152 -24.3402 -10.9131  -0.228
H -28.9600 -26.5517 -12.3822  0.115
C -24.3963 -24.8146 -6.7806  -0.230
H -23.5215 -23.6132 -8.2842  0.084
C -24.6318 -29.0498 -8.5692  -0.231
H -32.9415 -30.8092 -10.3237  0.119
H -24.6392 -23.8892 -4.0325  0.043
H -25.7618 -22.4385 -5.1653  0.117
H -29.1137 -21.8912 -6.4769  0.068
H -22.9175 -25.0557 -8.3825  0.137
H -33.9017 -31.8913 -8.2181  0.052
H -22.5709 -29.2370 -7.7447  0.106
H -27.0237 -23.1860 -4.3511  0.094
H -26.9287 -20.5226 -3.7220  0.114
H -25.0421 -29.5275 -11.5166  0.107
C -28.4462 -26.4238 -9.6064  -0.269
H -26.9389 -30.6615 -10.7328  0.070
H -23.5200 -29.2801 -10.5493  0.115
H -25.2779 -25.8819 -9.6282  0.119
H -22.7634 -31.5623 -15.1444  0.087
H -30.2116 -27.2841 -10.3680  0.116
H -28.0409 -22.2457 -11.6779  0.050
H -22.9798 -33.2675 -15.4927  0.081
H -36.8197 -29.9623 -9.3192  0.070
H -24.0191 -31.3702 -12.6836  0.020
H -28.1681 -25.0141 -8.1105  0.096
H -19.3151 -29.7437 -14.5380  0.092
H -22.4479 -25.1882 -5.6486  0.101
H -21.1191 -32.4105 -16.7026  0.081
H -24.4021 -32.0550 -11.8594  0.001
C -23.3159 -24.5606 -5.7690  -0.153
C -26.8921 -22.4503 -5.1004  -0.225
H -32.0665 -29.6352 -9.2164  0.150
H -29.7178 -24.2344 -11.1874  0.087
H -27.4489 -30.1929 -9.1612  0.005
H -27.3322 -28.1845 -12.9381  0.089
H -23.8660 -32.9227 -11.9164  0.122
H -23.1861 -23.4214 -5.9009  0.138
C -26.7648 -24.1691 -6.7399  -0.179
H -21.0805 -30.3077 -14.1388  0.075
H -19.0915 -31.7745 -15.6573  0.072
H -20.6702 -33.5739 -15.7468  0.065
H -25.9707 -31.7478 -7.9387  0.164
H -36.1774 -31.3336 -9.3404  0.001
H -30.7327 -31.5329 -9.9633  0.058
H -35.1721 -30.2373 -7.3333  0.069
C -30.4358 -31.4598 -7.8886  -0.057
H -35.1930 -30.2083 -10.1303  0.086
H -27.3732 -28.2816 -11.3759  -0.045
C -24.9500 -24.7599 -9.4415  -0.118
C -24.3630 -25.7397 -3.6916  -0.163
H -29.6041 -24.7941 -5.7650  0.036
H -28.9221 -23.8117 -9.8991  0.124
C -25.7166 -31.3671 -9.1674  -0.265
C -27.3179 -20.9482 -4.7487  -0.044
H -27.1884 -20.2834 -5.4875  0.013
C -29.6426 -23.7821 -5.6268  -0.071
H -24.4374 -24.4238 -10.2556  0.046
N -24.6593 -30.3080 -9.3687  -0.188
H -29.5462 -32.1703 -7.8087  0.081
H -25.0586 -29.4626 -7.6310  0.102
C -34.8170 -30.0656 -8.2735  -0.236
C -23.2056 -28.4530 -8.2484  -0.046
H -25.2757 -25.8605 -4.3113  0.055
H -24.7666 -25.9276 -2.6473  0.098
H -27.6899 -25.6964 -12.6422  0.047
H -23.0621 -31.9703 -10.9479  0.114
H -27.6120 -23.6294 -12.6722  0.051
C -22.3664 -32.5306 -15.1122  -0.180
H -22.7701 -28.1485 -9.1667  0.048
H -33.2525 -30.9837 -7.3111  0.044
H -27.8963 -31.8809 -9.6676  0.111
C -33.6156 -30.9924 -8.1946  -0.180
C -23.8179 -24.4745 -4.2407  -0.275
H -26.2816 -27.3722 -11.7336  0.043
H -29.5900 -23.6208 -4.6279  0.026
H -31.0182 -31.5995 -6.9758  0.051
C -22.4460 -32.8354 -13.5499  -0.148
C -20.9744 -32.6333 -15.7247  -0.181
C -31.3565 -31.7217 -9.1990  -0.211
H -28.4145 -21.0797 -4.7436  0.054
H -25.4584 -28.2777 -8.8602  0.116
H -30.2159 -30.4957 -7.6091  0.023
H -19.5473 -32.1270 -14.2284  -0.002
C -27.0603 -24.7578 -8.1510  -0.086
H -25.0967 -24.0257 -6.6551  -0.013
C -27.1079 -30.9919 -9.6699  -0.131
C -19.8744 -31.8406 -15.0150  -0.229
H -25.7730 -23.9818 -6.6326  -0.064
H -23.3470 -27.7210 -7.6479  -0.030
C -24.3301 -30.0756 -10.8420  -0.119
H -20.4683 -29.8378 -16.0391  0.115
C -32.5008 -30.7629 -9.2776  -0.178
C -27.9816 -26.3365 -11.9590  -0.213
H -21.4865 -32.3651 -13.2410  0.113
H -24.6195 -32.6733 -13.4864  0.110
C -23.7774 -32.4116 -12.9254  -0.321
H -23.7187 -26.5885 -4.0553  0.087
H -30.6419 -25.8991 -9.4808  -0.014
H -25.4871 -32.4746 -9.5424  0.124
H -29.9808 -27.1135 -8.4858  0.098
H -24.7560 -25.8198 -6.5238  0.128
H -27.8744 -27.3563 -9.5345  0.122
H -26.9932 -24.3427 -9.0058  -0.026
C -27.7368 -23.2652 -11.6425  -0.038
H -26.6597 -23.4382 -11.3781  0.075
H -26.5432 -25.7819 -8.0872  0.132
C -35.8688 -30.4314 -9.2897  -0.072
H -29.1998 -23.1292 -7.6260  0.121

(8)
Formula: C14H17N3O4
Source: the Open Molecules 2025 dataset
Level of theory: the ωB97M-V functional and the def2-TZVPD basis

Results
HOMO energy: -0.28704 Ha
E: -27450.350 eV
SMILES: N[C@@H](CO)C(=O)N[C@@H](Cc1c[nH]c2ccccc12)C(=O)O
Frontier orbital gap: 8.265 eV
LUMO: 0.0167 Ha
Energy relative to the best compared isomer or geometry (same formula, charge and spin): 575.78 kJ/mol

Each line ends with the Löwdin charge.
Positions of all 38 atoms, in Å:
C 0.5072 -0.6942 -4.4689  -0.108
H -0.9861 1.9530 3.7222  0.135
H -0.7534 0.2767 1.2624  0.112
C -1.3234 -2.3440 -3.9924  -0.015
O 2.7659 -0.7344 3.4298  0.030
C -1.0396 -2.1001 -2.6257  -0.128
C -0.5296 2.7176 1.6972  -0.158
C -0.8395 2.9948 3.2461  -0.240
H 1.8643 -0.6292 -0.6775  0.129
H -1.5826 -2.1077 0.8347  0.176
N 0.2439 0.2114 1.6010  0.085
O 1.9267 1.9537 1.4652  0.073
H -2.6652 3.9463 3.2940  0.083
C -1.0901 -1.9387 -0.2394  -0.093
C 1.3021 -1.3002 0.0076  -0.150
H 0.8392 -1.7975 2.0936  0.184
H -0.1543 3.4854 1.1589  0.078
C -0.0100 -1.1915 -2.2137  -0.098
C 0.0436 -1.2381 -0.6502  -0.210
H 1.1483 -0.2672 -5.2710  0.115
H 1.5542 0.1986 -2.8041  0.141
N -1.7562 1.9977 1.1392  0.002
H -1.9283 2.3281 0.1660  0.094
C 1.2034 -0.8684 1.4668  -0.249
C 0.7409 -0.5230 -3.1548  -0.079
H 0.1450 3.2982 3.7217  0.132
H -0.6964 -1.4357 -5.9417  0.096
H -2.6571 2.0618 1.6088  0.067
C -0.5388 -1.5884 -4.8745  -0.082
H 3.7286 -0.8176 3.5087  0.098
O 3.5747 -0.0832 1.3920  0.078
H -2.5177 -3.0075 -1.3731  0.150
H -2.1426 -2.9666 -4.1513  0.080
N -1.7092 -2.3777 -1.3403  0.032
H 1.6749 -2.3917 -0.0938  0.169
C 0.7905 1.5196 1.5629  -0.316
C 2.5983 -0.5985 1.9779  -0.348
O -1.7320 4.0581 3.5155  -0.064

What did we get for strongest force on any atom? Answer: 0.13104 0.09858 0.02191 0.06361 0.12690 0.07684 0.32775 0.13438 hartree/bohr, in the order shown.